Entry 1:
{"formula": "C46H48AsCaN3O", "method": "the ωB97M-V functional and the def2-TZVPD basis", "orbital_gap_ev": [2.6, 2.6], "lumo_energy_ev": [4.0, 4.0], "total_charge": -2, "homo_ev": [1.4324, 1.4331], "symbols": ["Ca", "N", "N", "C", "C", "C", "C", "H", "H", "H", "C", "C", "H", "H", "H", "C", "C", "H", "H", "H", "C", "H", "H", "H", "C", "H", "H", "H", "C", "H", "C", "H", "C", "H", "C", "H", "C", "C", "H", "C", "C", "H", "C", "H", "N", "C", "C", "C", "H", "C", "C", "H", "H", "H", "C", "H", "C", "C", "H", "H", "H", "C", "H", "H", "H", "O", "As", "C", "C", "C", "C", "C", "C", "C", "C", "C", "C", "C", "C", "C", "C", "C", "C", "C", "C", "H", "H", "H", "H", "H", "H", "H", "H", "H", "H", "H", "H", "H", "H", "H"], "positions_angstrom": [[0.349232, -0.636925, -0.311719], [1.438962, -1.501351, 1.735164], [2.030158, 1.250270, 2.000592], [-1.403835, 1.679378, -1.063954], [-1.579862, 1.786088, 0.337616], [-2.248560, 0.628699, 0.788485], [-2.499069, 0.375456, 2.225114], [-1.838402, 0.984631, 2.868162], [-2.324924, -0.677897, 2.500070], [-3.531576, 0.638272, 2.497805], [-2.505063, -0.199571, -0.354714], [-3.067122, -1.549298, -0.453572], [-4.112974, -1.558546, -0.759480], [-2.974343, -2.070568, 0.526445], [-2.543738, -2.137479, -1.224735], [-1.939633, 0.441216, -1.496291], [-1.785251, -0.198960, -2.830075], [-1.653320, -1.292734, -2.757707], [-0.925459, 0.213770, -3.371164], [-2.677544, -0.048836, -3.451752], [-1.151303, 2.887913, 1.225633], [-1.995315, 3.573185, 1.399825], [-0.329776, 3.460225, 0.781186], [-0.825303, 2.529750, 2.210604], [-0.815193, 2.682646, -1.969052], [-0.072351, 2.187854, -2.621817], [-0.344725, 3.493696, -1.395053], [-1.608252, 3.115460, -2.605335], [0.511425, -2.676787, 1.461752], [1.020211, -3.372547, 0.725559], [0.255101, -3.499848, 2.709918], [0.013653, -4.561895, 2.572641], [0.243583, -2.855135, 3.928495], [-0.098854, -3.404035, 4.815152], [0.567939, -1.518216, 4.026432], [0.334051, -0.896995, 4.904078], [1.176733, -0.849990, 2.907877], [1.450571, 0.536211, 2.993533], [1.232869, 1.077117, 3.917791], [1.812704, 1.012023, 0.657148], [2.899612, 2.346639, 2.167643], [3.219579, 2.652729, 3.129040], [3.348503, 2.674072, 0.959442], [4.145764, 3.334724, 0.693501], [2.692322, 1.881608, 0.041656], [2.999617, 1.779028, -1.344613], [2.762083, 2.861587, -2.209099], [2.949480, 2.680370, -3.588368], [2.725939, 3.510760, -4.269615], [3.422309, 1.468804, -4.100264], [3.678969, 1.294555, -5.570271], [2.896399, 0.689030, -6.055010], [4.640363, 0.782728, -5.726573], [3.714223, 2.273435, -6.064902], [3.680444, 0.413813, -3.219390], [4.073089, -0.535118, -3.599421], [3.473104, 0.550791, -1.841770], [3.863581, -0.562271, -0.922532], [4.792239, -0.331047, -0.379014], [4.053958, -1.449244, -1.531678], [3.105366, -0.824672, -0.168353], [2.275766, 4.192782, -1.720959], [3.111092, 4.888009, -1.535357], [1.680636, 4.122533, -0.800815], [1.648593, 4.642230, -2.506449], [-0.642798, -2.104083, 0.909193], [-3.128728, -3.385458, 2.738213], [-2.613592, -5.236153, 3.257483], [-1.968417, -5.442896, 4.489318], [-1.250091, -6.626675, 4.703044], [-1.134176, -7.592685, 3.699252], [-1.734207, -7.365004, 2.458814], [-2.487982, -6.205341, 2.250321], [-4.285864, -2.251171, 3.946228], [-3.942901, -2.163915, 5.305288], [-4.651643, -1.282472, 6.137493], [-5.605818, -0.404591, 5.610359], [-5.796632, -0.358934, 4.226968], [-5.087604, -1.231366, 3.391922], [-4.380492, -3.865498, 1.285353], [-3.849128, -4.345424, 0.062224], [-4.651649, -4.431686, -1.076988], [-5.955082, -3.933693, -1.053065], [-6.470372, -3.424993, 0.138738], [-5.715501, -3.453916, 1.316683], [-2.011394, -4.669689, 5.262425], [-0.744138, -6.785267, 5.652745], [-0.567972, -8.517214, 3.872275], [-1.603874, -8.077291, 1.639233], [-2.946667, -6.064566, 1.273547], [-3.099302, -2.744219, 5.689177], [-4.440419, -1.263920, 7.209385], [-6.178566, 0.255357, 6.269142], [-6.488451, 0.362978, 3.789252], [-5.155388, -1.095715, 2.307396], [-2.783718, -4.592955, -0.014666], [-4.246786, -4.863133, -1.990000], [-6.562828, -3.936604, -1.963860], [-7.464396, -2.976461, 0.149128], [-6.144268, -3.097398, 2.252745]], "atomic_forces_ev_per_a": [[-1.3, 0.3, 1.3], [-0.6, -0.8, -0.1], [0.1, 1.2, -2.2], [0.2, -0.5, 0.5], [-0.1, -0.9, -0.7], [0.3, -0.2, -1.2], [-0.3, -0.3, 0.7], [-0.2, -0.4, -0.3], [0.1, 0.3, -0.1], [0.1, 0.0, 0.1], [1.0, 1.2, 0.0], [-0.2, -0.8, 0.9], [-0.4, 0.0, 0.0], [0.1, 0.5, -1.0], [-0.1, -0.1, 0.5], [0.1, 0.0, 1.3], [-0.3, 0.1, -0.4], [0.0, 0.2, 0.0], [-0.1, 0.0, -0.1], [0.1, -0.1, -0.3], [0.0, 0.6, 0.2], [0.2, 0.2, 0.1], [0.0, 0.0, 0.1], [0.1, 0.0, -0.3], [0.1, 0.3, -0.3], [-0.1, 0.6, 0.0], [0.0, -0.2, -0.4], [0.3, 0.1, -0.1], [0.5, 0.6, 1.0], [0.0, 0.5, 0.1], [0.2, -0.2, 0.0], [0.1, 0.3, 0.2], [-0.6, -1.2, -0.8], [0.2, 0.1, 0.0], [0.4, 1.8, 0.2], [0.2, -0.5, -0.2], [-0.6, -0.6, -1.0], [-0.6, -0.5, 2.4], [0.2, -0.1, -0.2], [0.9, 0.9, 0.7], [-0.7, -1.7, 0.3], [0.1, 0.2, 0.6], [0.5, 0.6, -1.2], [0.1, 0.3, -0.2], [0.5, 0.2, -0.3], [-0.3, 0.2, 0.0], [0.0, -0.4, -0.2], [0.3, -0.3, 0.2], [0.1, -0.3, 0.2], [-0.1, 0.1, 0.3], [0.0, 0.0, -0.2], [0.2, 0.2, 0.1], [-0.2, 0.2, -0.1], [0.0, -0.3, 0.0], [-0.2, 0.3, 0.3], [-0.1, 0.3, 0.1], [0.1, 0.3, -0.4], [0.0, -0.6, 0.0], [-0.3, 0.1, 0.0], [0.1, -0.1, 0.1], [0.3, 0.1, 0.0], [-0.2, 0.5, 0.0], [-0.2, -0.2, 0.0], [0.3, -0.1, -0.2], [0.1, -0.1, 0.3], [0.2, -1.2, -0.5], [0.5, 0.4, -0.9], [-0.1, 0.2, 0.6], [-0.1, -0.5, -0.4], [-0.2, 0.1, 0.0], [0.0, 0.0, -0.1], [-0.1, 0.2, 0.3], [0.1, -0.2, 0.2], [0.6, -0.2, 0.0], [-0.7, 0.2, -0.1], [0.2, 0.0, -0.1], [0.0, -0.3, -0.1], [0.3, -0.2, 0.0], [-0.3, -0.2, 0.3], [-0.2, 0.0, -0.2], [-0.3, 0.1, 0.2], [0.0, 0.0, 0.4], [0.0, 0.0, 0.1], [0.0, -0.1, 0.0], [0.1, -0.1, -0.5], [0.1, -0.4, -0.3], [-0.1, 0.0, -0.1], [-0.2, 0.5, 0.0], [-0.1, 0.2, 0.3], [0.1, -0.1, 0.4], [-0.5, 0.0, 0.0], [0.0, 0.0, -0.3], [0.2, -0.2, -0.2], [0.3, -0.1, 0.1], [-0.1, -0.3, 0.4], [-0.4, 0.2, 0.0], [0.0, 0.2, 0.1], [0.2, 0.0, 0.3], [0.1, -0.2, 0.0], [0.0, -0.1, -0.3]], "mulliken_charge": [1.410, -0.571, 0.781, 1.590, 0.160, 0.421, 0.037, 0.195, -0.659, 0.176, -0.212, 0.704, 0.317, -1.086, 0.006, -0.841, -1.595, 0.309, 0.402, 0.266, -1.556, 0.335, 0.302, 0.234, -1.180, -0.032, 0.247, 0.291, 0.114, -0.054, -1.016, 0.381, 0.616, 0.329, -1.853, 0.156, 1.214, -1.050, 0.154, -1.567, -0.872, 0.523, -0.469, 0.491, 1.258, -0.121, 1.246, -0.852, 0.240, 0.856, -1.472, 0.272, 0.355, 0.357, -1.232, 0.289, 1.013, -1.349, 0.273, 0.371, 0.421, -1.968, 0.374, 0.155, 0.497, -0.466, 1.061, 0.599, -0.336, -0.703, -0.441, -0.784, -0.464, 0.524, -0.342, -0.615, -0.457, -0.827, -0.497, 0.188, 0.023, -1.052, -0.475, -0.685, -0.384, 0.240, 0.359, 0.309, 0.363, 0.529, 0.195, 0.355, 0.331, 0.354, 0.674, 0.252, 0.343, 0.317, 0.383, 0.598]}

Entry 2:
{"formula": "C46H48Cl2CsN4O2Se2Te", "method": "the ωB97M-V functional and the def2-TZVPD basis", "s_squared": 0.7652, "orbital_gap_ev": [2.2, 4.5], "spin_multiplicity": 2, "lumo_energy_ev": [3.3, 3.3], "total_charge": -2, "homo_ev": [1.0582, -1.2842], "symbols": ["Cs", "Cl", "C", "C", "C", "Cl", "C", "C", "C", "C", "N", "C", "C", "O", "H", "H", "H", "H", "C", "N", "C", "Se", "N", "C", "C", "C", "C", "C", "C", "H", "H", "H", "H", "H", "H", "H", "H", "C", "C", "O", "N", "Te", "C", "C", "C", "C", "C", "C", "C", "C", "C", "C", "C", "C", "C", "C", "C", "C", "C", "C", "H", "H", "H", "H", "H", "H", "H", "H", "H", "H", "H", "H", "H", "H", "H", "H", "H", "H", "H", "H", "H", "H", "H", "H", "H", "C", "C", "C", "C", "C", "C", "Se", "C", "C", "C", "H", "H", "H", "H", "H", "H", "H", "H", "H", "H", "H"], "positions_angstrom": [[1.164430, -1.565976, -0.494289], [3.587948, -5.767223, -0.711802], [1.875624, -5.920105, -0.326205], [1.451597, -7.073836, 0.311721], [0.109400, -7.201806, 0.605973], [-0.415761, -8.695800, 1.391928], [-0.843785, -6.213006, 0.294994], [-2.230125, -6.321112, 0.582658], [-3.072271, -5.272318, 0.171078], [-2.538445, -4.189027, -0.487251], [-1.229783, -4.031248, -0.775593], [-0.384081, -5.040181, -0.382855], [1.012623, -4.869690, -0.706546], [1.440910, -3.805655, -1.307263], [2.155468, -7.851662, 0.573056], [-2.612993, -7.188442, 1.100502], [-4.138995, -5.306424, 0.368456], [-3.189234, -3.373863, -0.801194], [1.112408, -4.690100, -4.184862], [-0.322402, -4.860740, -4.062092], [-1.262086, -3.974713, -4.432056], [-1.050507, -2.367171, -5.313839], [-2.458412, -4.498128, -4.067790], [-2.289048, -5.722980, -3.443079], [-3.182352, -6.630332, -2.895979], [-2.637696, -7.773706, -2.327780], [-1.258350, -7.997855, -2.310189], [-0.368937, -7.086755, -2.856951], [-0.919536, -5.950667, -3.434630], [1.304082, -3.983756, -4.989511], [1.559721, -5.654393, -4.426220], [1.491761, -4.309401, -3.232707], [-3.309056, -3.976993, -4.173051], [-4.245628, -6.433521, -2.870088], [-3.290740, -8.491271, -1.848175], [-0.871310, -8.870417, -1.800099], [0.700952, -7.220520, -2.772193], [3.572538, 0.467918, -3.022361], [2.632247, 0.919683, -1.926481], [2.708302, 0.381616, -0.792648], [1.799331, 1.908702, -2.244214], [0.654779, 2.171782, -0.628927], [1.403402, 3.977008, 0.226559], [2.728603, 4.385954, 0.070398], [3.791415, 3.560937, -0.603980], [3.098916, 5.624931, 0.591831], [2.209334, 6.431842, 1.281583], [2.644560, 7.751527, 1.859997], [0.918537, 5.963891, 1.479541], [0.494937, 4.739360, 0.975463], [-0.898220, 4.274165, 1.302505], [-0.870522, 3.110567, -1.780234], [-0.649821, 4.222034, -2.597120], [0.687652, 4.899852, -2.737761], [-1.727536, 4.734804, -3.317027], [-2.991397, 4.169607, -3.251481], [-4.139406, 4.737494, -4.041774], [-3.175893, 3.056501, -2.443144], [-2.135913, 2.510972, -1.698743], [-2.416243, 1.288701, -0.860227], [4.215652, 1.301403, -3.309970], [3.011379, 0.162748, -3.905555], [4.182182, -0.358534, -2.665586], [3.721114, 2.508295, -0.330174], [4.774367, 3.922008, -0.300480], [3.716455, 3.624609, -1.690725], [4.126469, 5.951286, 0.466128], [3.594833, 8.073869, 1.434034], [2.770948, 7.677438, 2.942509], [1.903183, 8.529214, 1.669290], [0.219446, 6.553149, 2.064708], [-1.297719, 4.859335, 2.131292], [-0.898785, 3.223127, 1.615760], [-1.571822, 4.390128, 0.452071], [1.498686, 4.173188, -2.736761], [0.856023, 5.608133, -1.922504], [0.722207, 5.452355, -3.677786], [-1.562094, 5.595172, -3.958149], [-3.807827, 5.547087, -4.692043], [-4.914072, 5.131985, -3.380577], [-4.601950, 3.969441, -4.663938], [-4.153954, 2.589620, -2.389651], [-3.490790, 1.126356, -0.783317], [-2.023568, 1.357738, 0.157350], [-1.987190, 0.392492, -1.317132], [0.835631, 1.423102, 8.567144], [0.655259, 1.262046, 7.080135], [0.122924, 0.101101, 6.538045], [-0.068707, -0.059030, 5.168294], [-0.642236, -1.347516, 4.653841], [0.278791, 0.979419, 4.284505], [-0.000282, 0.781135, 2.405796], [0.833080, 2.155831, 4.824992], [1.234987, 3.306037, 3.943487], [1.007225, 2.276486, 6.199607], [0.720862, 0.466652, 9.079742], [0.100759, 2.114164, 8.990877], [1.825963, 1.816017, 8.810264], [-0.150432, -0.716551, 7.199904], [-0.851491, -2.035796, 5.474903], [0.041733, -1.828378, 3.952201], [-1.559606, -1.168422, 4.089994], [1.741628, 2.949990, 3.045840], [1.885936, 3.997955, 4.483704], [0.357610, 3.861665, 3.598829], [1.442202, 3.193396, 6.591275]], "atomic_forces_ev_per_a": [[-1.9, -0.1, 1.2], [0.0, 0.0, 0.0], [0.0, -0.1, 0.0], [0.0, 0.0, 0.0], [0.0, 0.0, 0.0], [0.0, 0.0, 0.0], [0.0, 0.1, 0.0], [0.0, 0.1, 0.0], [0.0, -0.1, 0.1], [0.1, 0.1, 0.0], [0.0, 0.0, 0.0], [0.1, 0.0, 0.1], [0.0, 0.0, -0.1], [0.4, -1.9, -0.6], [0.0, 0.0, 0.0], [0.0, 0.0, 0.0], [0.0, 0.0, 0.0], [0.0, 0.0, 0.0], [0.0, 0.1, -0.1], [0.0, -0.1, 0.0], [0.0, 0.1, 0.0], [0.0, 0.0, 0.0], [0.0, 0.0, 0.0], [0.0, 0.0, 0.0], [0.0, 0.1, 0.0], [0.1, -0.1, 0.0], [0.0, 0.0, 0.0], [0.0, 0.0, 0.0], [0.0, 0.0, -0.1], [0.0, 0.0, 0.0], [0.0, 0.0, 0.0], [0.1, 0.0, 0.0], [0.0, 0.0, 0.0], [0.0, 0.0, 0.0], [0.0, 0.0, 0.0], [0.0, 0.0, 0.0], [0.0, 0.0, 0.0], [-0.1, -0.1, -0.1], [0.2, 0.4, 0.0], [1.4, 1.5, -0.4], [0.0, -0.1, 0.1], [-0.1, 0.0, -0.2], [0.0, -0.1, 0.1], [0.0, 0.1, 0.0], [0.0, 0.0, 0.0], [0.0, 0.0, 0.0], [0.0, 0.0, 0.0], [0.0, 0.0, 0.0], [0.0, 0.0, 0.0], [0.0, 0.0, 0.0], [0.0, 0.0, -0.1], [0.1, 0.0, 0.1], [0.0, 0.0, 0.0], [0.0, 0.0, 0.0], [0.0, 0.0, 0.0], [0.0, 0.0, 0.0], [0.0, 0.0, 0.0], [0.0, 0.0, 0.0], [0.0, 0.1, 0.0], [0.0, 0.0, 0.0], [0.0, 0.0, 0.0], [0.0, 0.0, 0.0], [0.0, 0.0, 0.0], [0.0, 0.0, 0.0], [0.0, 0.0, 0.0], [0.0, 0.0, 0.0], [0.0, 0.0, 0.0], [0.0, 0.0, 0.0], [0.0, 0.0, 0.0], [0.0, 0.0, 0.0], [0.0, 0.0, 0.0], [0.0, 0.0, 0.0], [0.0, 0.0, 0.0], [0.0, 0.0, -0.1], [0.0, 0.0, 0.0], [0.0, 0.0, 0.0], [0.0, 0.0, 0.0], [0.0, 0.0, 0.0], [0.0, 0.0, 0.0], [0.0, 0.0, 0.0], [0.0, 0.0, 0.0], [0.0, 0.0, 0.0], [0.0, 0.0, 0.0], [0.0, 0.0, 0.0], [0.0, 0.0, 0.0], [0.0, 0.0, 0.0], [0.0, 0.0, 0.0], [0.0, 0.0, 0.0], [0.0, 0.0, 0.0], [0.0, 0.0, 0.0], [-0.1, 0.0, 0.0], [0.1, 0.1, 0.1], [0.0, 0.0, 0.0], [0.0, 0.0, 0.0], [0.0, 0.0, 0.0], [0.0, 0.0, 0.0], [0.0, 0.0, 0.0], [0.0, 0.0, 0.0], [0.0, 0.0, 0.0], [0.0, 0.0, 0.0], [0.0, 0.0, 0.0], [0.0, 0.0, 0.0], [0.0, 0.0, 0.0], [0.0, 0.0, 0.0], [0.1, -0.1, 0.1], [0.0, 0.0, 0.0]], "mulliken_charge": [1.360, -0.336, 0.593, -0.894, 1.285, -0.352, -0.239, -1.070, -0.809, -0.652, -0.117, 0.022, 0.374, -1.332, 0.395, 0.381, 0.352, 0.400, -0.962, 0.293, -0.270, -0.396, 0.080, 0.337, -0.797, -0.532, -0.737, -0.463, 0.747, 0.394, 0.279, 0.223, 0.265, 0.368, 0.346, 0.309, 0.298, -1.449, 0.726, -0.905, -0.724, 0.402, 1.091, 0.895, -1.521, -1.082, 0.489, -1.671, -0.571, 0.649, -2.061, 0.074, 1.380, -1.355, -1.113, 0.788, -1.578, -1.057, 1.346, -1.758, 0.293, 0.363, 0.334, 0.130, 0.503, 0.261, 0.331, 0.381, 0.296, 0.371, 0.381, 0.505, 0.219, 0.455, 0.127, 0.225, 0.474, 0.301, 0.347, 0.312, 0.358, 0.387, 0.402, 0.287, 0.437, -1.462, 0.726, -1.090, 1.037, -1.629, -0.033, -0.166, 1.094, -0.907, -1.088, 0.339, 0.278, 0.339, 0.216, 0.351, 0.290, 0.288, 0.086, 0.361, 0.058, 0.289]}

Computed largest force on an atom (hartree/bohr) in order:
0.04866 0.04393
Computed DFT total energy (Eh) in order:
-4934.39868 -8162.65869
Computed energy relative to the best compared isomer or geometry (same formula, charge and spin) (kJ/mol) in order:
0.0 119.3